Density functional theory data (wB97M-V/def2-TZVPD) for C5H5N in the gas phase.

```
11
Properties=species:S:1:pos:R:3:mulliken_charge:R:1
C -0.321 -0.544 0.898 -0.1129
C 1.113 -0.561 0.574 -0.4152
C 1.364 0.525 -0.206 -0.2672
N 0.212 1.262 -0.002 -0.4128
C -0.869 0.898 -0.772 -0.2487
C -1.369 -0.143 -0.043 -0.4299
H -0.636 -1.114 1.780 0.3996
H 1.759 -1.412 0.780 0.3670
H 2.108 0.667 -0.988 0.3782
H -1.060 1.174 -1.809 0.3735
H -2.271 -0.726 -0.219 0.3683
```

The total energy is -6750.7521 eV. As for the SMILES: c1ccncc1. As for the spin multiplicity: 1. The frontier orbital gap (alpha / beta) comes out at 7.72 / 8.00 eV.


Density functional theory data (wB97M-V/def2-TZVPD) for a molecular structure, C6H12O4Y at a distorted geometry.

```
23
Properties=species:S:1:pos:R:3:mulliken_charge:R:1
O 0.771 -1.604 1.499 -0.5546
C 2.123 -1.319 1.294 -0.4579
C 2.306 -0.177 0.301 -0.4286
O 1.380 0.865 0.659 -0.3023
C 1.534 2.059 -0.097 -0.6981
Y -0.495 -0.065 1.481 1.7179
H 2.664 -2.196 0.893 0.3466
H 2.610 -1.032 2.246 0.3453
H 2.072 -0.500 -0.726 0.3469
H 3.328 0.227 0.332 0.4413
H 1.268 2.907 0.542 0.3184
H 2.581 2.163 -0.410 0.2995
H 0.894 2.028 -0.991 0.2957
C -2.267 1.171 -1.031 -0.6327
O -1.871 0.007 -0.296 -0.3150
C -2.362 -1.220 -0.811 -0.1655
C -2.309 -2.218 0.300 0.0391
O -1.993 -2.775 1.283 -0.3078
H -2.144 2.054 -0.391 0.2765
H -1.613 1.252 -1.905 0.3347
H -3.306 1.053 -1.361 0.3122
H -1.762 -1.573 -1.666 0.3758
H -3.406 -1.107 -1.147 0.4126
```

The total energy is -15630.7317 eV. As for the total charge: +2. As for the spin multiplicity: 2. The frontier orbital gap (alpha / beta) comes out at 6.02 / 9.38 eV.


Density functional theory data (wB97M-V/def2-TZVPD) for a molecular structure, C22H38AsN4O3OsSSi.

```
71
Properties=species:S:1:pos:R:3:mulliken_charge:R:1
Os -0.290 -0.289 -0.268 1.7808
C -3.080 2.149 -2.399 -1.5469
C -2.226 1.720 -1.245 0.8996
O -1.499 0.650 -1.476 -0.5265
C -2.264 2.414 -0.069 -1.2615
C -1.559 2.115 1.127 1.4784
C -1.807 2.940 2.348 -1.3829
N -0.714 1.115 1.199 -0.0313
N -0.132 0.846 2.437 -0.5254
C 0.658 -0.165 2.361 -0.4768
O 0.841 -0.867 1.243 -0.5825
C 1.393 -0.630 3.556 0.5369
C 1.194 -0.024 4.798 -0.1643
C 1.914 -0.458 5.898 -0.8431
C 2.835 -1.493 5.769 -0.3842
C 3.021 -2.105 4.539 -0.9095
C 2.301 -1.677 3.433 -0.2484
H -2.773 1.638 -3.308 0.3183
H -3.015 3.226 -2.542 0.4342
H -4.121 1.895 -2.193 0.3325
H -2.925 3.267 -0.037 0.3697
H -2.465 3.776 2.126 0.4171
H -0.865 3.302 2.756 0.3360
H -2.262 2.310 3.114 0.2956
H 0.486 0.790 4.881 0.5052
H 1.766 0.017 6.860 0.4280
H 3.410 -1.814 6.628 0.4303
H 3.734 -2.915 4.441 0.4365
H 2.445 -2.142 2.466 0.4889
C 0.160 -4.118 0.966 -0.5142
Si 0.688 -3.497 -0.718 0.1730
C 0.562 -4.912 -1.935 -1.0950
C 2.479 -2.924 -0.643 -0.6986
C -0.443 -2.103 -1.295 -0.9587
H 0.789 -4.958 1.274 0.4463
H -0.879 -4.455 0.946 0.1863
H 0.255 -3.325 1.714 -0.2061
H 1.225 -5.727 -1.626 0.3237
H 0.849 -4.614 -2.947 0.3143
H -0.456 -5.307 -1.977 0.3130
H 3.028 -3.489 0.115 0.5858
H 2.536 -1.866 -0.376 -0.2087
H 2.988 -3.079 -1.599 0.5520
H -1.482 -2.437 -1.226 0.5790
H -0.238 -1.860 -2.348 0.4517
C 4.433 0.012 -1.776 -1.0342
As 2.701 0.484 -2.454 0.6156
C 2.942 2.167 -3.339 -1.1394
C 2.221 -0.807 -3.789 -0.9119
O 1.575 0.643 -1.242 -0.8726
H 5.167 0.110 -2.575 0.4206
H 4.426 -1.009 -1.400 0.3053
H 4.674 0.697 -0.966 0.3552
H 3.723 2.084 -4.093 0.4141
H 3.230 2.900 -2.588 0.3701
H 2.008 2.478 -3.802 0.3568
H 3.033 -0.886 -4.511 0.4267
H 1.312 -0.482 -4.293 0.3612
H 2.052 -1.772 -3.316 0.1018
S -2.760 -1.347 1.165 -0.3464
C -2.395 -2.353 2.469 -0.0047
N -1.617 -2.057 3.511 0.1197
C -1.472 -3.159 4.459 -0.3627
C -2.401 -4.238 3.856 -0.5060
N -2.870 -3.594 2.631 -0.0420
H -1.133 -1.180 3.594 0.0928
H -1.787 -2.854 5.455 0.4206
H -0.436 -3.494 4.510 0.1878
H -3.231 -4.481 4.519 0.3184
H -1.862 -5.156 3.628 0.2909
H -3.517 -4.002 1.982 0.2139
```

The total energy is -117546.9453 eV. As for the total charge: +1. As for the spin multiplicity: 5. The frontier orbital gap (alpha / beta) comes out at 7.83 / 6.77 eV.


Density functional theory data (wB97M-V/def2-TZVPD) for C20H19N3O3 in the gas phase at a distorted geometry.

```
45
Properties=species:S:1:pos:R:3:mulliken_charge:R:1
O -2.815 -2.394 2.185 -0.6689
C -2.543 -1.591 1.311 -0.1585
N -3.513 -1.038 0.540 -0.0990
H -4.454 -1.314 0.795 0.2894
C -3.459 0.192 -0.205 -0.8701
H -4.003 0.056 -1.144 0.3258
C -4.117 1.344 0.585 0.0077
H -4.206 2.210 -0.086 0.3643
C -3.345 1.711 1.861 -0.0865
H -2.688 2.564 1.708 0.4333
H -2.745 0.861 2.189 -0.1741
C -4.461 1.982 2.868 -0.6856
H -4.158 1.811 3.898 0.3565
C -5.521 0.989 2.399 -0.4036
H -6.541 1.275 2.664 0.3471
O -5.432 0.975 0.985 -0.5025
H -5.314 -0.012 2.805 0.2442
H -4.830 3.003 2.765 0.2969
H -2.423 0.454 -0.423 0.4379
C -1.132 -1.213 0.995 0.6844
C -0.652 -1.301 -0.286 -0.2098
C 0.701 -0.991 -0.509 0.2038
N 1.382 -1.004 -1.653 -1.5257
N 2.626 -0.638 -1.320 1.0419
C 2.780 -0.390 0.003 0.4739
C 1.537 -0.599 0.594 0.0794
C 1.019 -0.532 1.899 -1.0216
C -0.295 -0.846 2.081 -0.8964
H -0.731 -0.834 3.069 0.5083
H 1.658 -0.248 2.721 0.4788
O 3.944 0.038 0.526 -0.4379
C 5.105 -0.341 -0.207 -0.6513
C 4.932 -0.232 -1.699 0.6466
C 5.984 0.018 -2.562 -0.6874
C 5.770 0.044 -3.931 -0.5682
C 4.502 -0.172 -4.447 -0.5302
C 3.435 -0.407 -3.599 -0.6722
C 3.658 -0.438 -2.231 0.7151
H 2.434 -0.571 -3.963 0.4719
H 4.343 -0.153 -5.514 0.3870
H 6.598 0.233 -4.597 0.3868
H 6.974 0.183 -2.162 0.3901
H 5.901 0.315 0.151 0.4159
H 5.366 -1.381 0.054 0.2643
H -1.273 -1.617 -1.109 0.5985
```

The total energy is -31660.9663 eV. As for the SMILES: O=C(NC[C@@H]1CCCO1)c1ccc2c3n(nc2c1)-c1ccccc1CO3. As for the spin multiplicity: 1. The frontier orbital gap comes out at 7.95 eV.


Calculated energy relative to the best compared isomer or geometry (same formula, charge and spin) (kcal per mole), listed in the same order as above: 118.90; 0.00; 0.00; 61.56
Calculated molar mass (g/mol), listed in the same order as above: 79.10; 237.06; 731.88; 349.39